The following is a quantum chemistry calculation of a single C4H6F2 molecule, from the Open Molecules 2025 dataset.

Results
Energy above the lowest of the compared OMol25 structures with the same formula, charge and spin   121.9 kJ/mol
SMILES   C[C@H]1[C@@H](F)[C@H]1F

ORCA input file:
```
! RIJCOSX wB97M-V def2-TZVPD def2/J DEFGRID3
* xyz 0 1
H 1.03444 -0.39374 1.83939
H -0.32673 1.81012 1.14805
H 0.92505 -0.80905 -1.25724
C 1.49632 -0.68588 -0.32324
C 0.64784 -0.21804 0.81913
C -0.83517 -0.36156 0.59770
F -1.22300 -0.93694 -0.58682
H -1.55382 -0.56290 1.34217
C -0.19376 0.97526 0.49666
F 0.00572 1.31141 -0.74222
H 1.91228 -1.72681 -0.20392
H 2.27291 0.05350 -0.44859
*
```



The following is a quantum chemistry calculation of C15H14N8PtSTe4 as an isolated structure, from the Open Molecules 2025 dataset.

Results
Energy above the lowest of the compared OMol25 structures with the same formula, charge and spin   35.1 kJ/mol

ORCA input file:
```
! RIJCOSX wB97M-V def2-TZVPD def2/J DEFGRID3
* xyz 0 1
H -2.09283 0.62167 -3.85838
Te 2.10437 0.60769 1.04862
Te 3.74584 -1.53185 0.57862
H -0.75883 0.64230 -2.74299
H 0.98691 -1.00694 -3.92787
H 3.71473 2.70566 -2.30713
N 1.79477 3.78288 -1.20054
C -0.46823 3.23263 0.11187
Te -0.48137 -2.32110 0.21104
Pt -0.16413 0.16889 -0.09245
N -2.21022 0.24783 -0.67064
C 3.70949 0.95966 -3.58363
H 1.27910 6.57782 0.25422
C 1.18458 4.65902 -0.38568
H 3.35613 -0.85201 -4.69625
H -6.42954 -1.35455 2.00300
N 1.78396 5.85026 -0.21901
C -2.58813 0.37988 -1.92230
N -1.77124 0.74545 -2.91367
C -3.19666 -0.45380 1.49522
C -5.63221 -0.76739 0.11089
C -4.34181 -0.87249 2.15036
N 0.04627 2.26574 -0.69542
H -1.97522 2.02054 0.74048
C 1.21329 2.60841 -1.30564
C 3.15083 1.87804 -2.70913
C -5.54796 -1.02822 1.46807
H -2.24946 -0.34220 2.00730
C -3.27272 -0.20221 0.12947
C 2.94494 -0.10248 -4.03486
N 1.08918 0.68826 -2.77586
H 4.74146 1.06276 -3.89204
H -1.98012 3.65310 1.37957
S -4.27184 0.05022 -2.22833
N 0.05169 4.44418 0.27557
H 2.55049 6.08553 -0.82324
Te 1.98598 -3.45325 -0.21456
H -4.29582 -1.08851 3.20925
H -6.56671 -0.88277 -0.42154
C -4.48173 -0.35605 -0.54472
C 1.83972 1.68028 -2.30818
N -1.58888 2.94871 0.78162
C 1.62851 -0.19241 -3.61054
*
```



Short version: strongest force on any atom = 0.0751 0.0186 hartree/bohr, in the order given.
Short version: HOMO energy = -10.33 -5.92 eV, in the order given.
Short version: LUMO energy = 1.0 -0.3 eV, in the order given.